Entry 1:
{"formula": "C138H138O46", "method": "ωB97M-V with the def2-TZVPD basis set", "species": ["O", "O", "O", "O", "O", "O", "O", "O", "O", "O", "O", "O", "O", "O", "O", "O", "O", "O", "O", "O", "O", "O", "O", "O", "O", "O", "O", "O", "O", "O", "O", "O", "O", "O", "O", "O", "O", "O", "O", "O", "O", "O", "O", "O", "O", "O", "C", "C", "C", "C", "C", "C", "C", "C", "C", "C", "C", "C", "C", "C", "C", "C", "C", "C", "C", "C", "C", "C", "C", "C", "C", "C", "C", "C", "C", "C", "C", "C", "C", "C", "C", "C", "C", "C", "C", "C", "C", "C", "C", "C", "C", "C", "C", "C", "C", "C", "C", "C", "C", "C", "C", "C", "C", "C", "C", "C", "C", "C", "C", "C", "C", "C", "C", "C", "C", "C", "C", "C", "C", "C", "C", "C", "C", "C", "C", "C", "C", "C", "C", "C", "C", "C", "C", "C", "C", "C", "C", "C", "C", "C", "C", "C", "C", "C", "C", "C", "C", "C", "C", "C", "C", "C", "C", "C", "C", "C", "C", "C", "C", "C", "C", "C", "C", "C", "C", "C", "C", "C", "C", "C", "C", "C", "C", "C", "C", "C", "C", "C", "C", "C", "C", "C", "C", "C", "H", "H", "H", "H", "H", "H", "H", "H", "H", "H", "H", "H", "H", "H", "H", "H", "H", "H", "H", "H", "H", "H", "H", "H", "H", "H", "H", "H", "H", "H", "H", "H", "H", "H", "H", "H", "H", "H", "H", "H", "H", "H", "H", "H", "H", "H", "H", "H", "H", "H", "H", "H", "H", "H", "H", "H", "H", "H", "H", "H", "H", "H", "H", "H", "H", "H", "H", "H", "H", "H", "H", "H", "H", "H", "H", "H", "H", "H", "H", "H", "H", "H", "H", "H", "H", "H", "H", "H", "H", "H", "H", "H", "H", "H", "H", "H", "H", "H", "H", "H", "H", "H", "H", "H", "H", "H", "H", "H", "H", "H", "H", "H", "H", "H", "H", "H", "H", "H", "H", "H", "H", "H", "H", "H", "H", "H", "H", "H", "H", "H", "H", "H", "H", "H", "H", "H", "H", "H"], "xyz": [[-22.292, -17.258, -11.629], [-20.183, -16.190, -2.983], [-22.958, -23.383, -12.540], [-20.505, -21.977, -9.051], [-32.377, -18.371, -9.891], [-27.470, -15.051, -8.894], [-22.956, -11.725, -9.137], [-18.769, -22.174, -0.597], [-23.070, -16.609, 0.729], [-31.821, -25.028, -16.737], [-25.543, -26.143, 1.481], [-27.973, -12.840, -6.339], [-37.251, -24.799, -5.506], [-24.184, -25.123, -3.837], [-33.328, -20.851, -10.522], [-23.521, -20.290, -2.799], [-21.818, -17.060, -6.078], [-22.517, -21.900, 3.255], [-30.662, -15.095, -14.992], [-30.837, -15.267, -3.637], [-24.853, -25.431, -9.877], [-29.540, -28.240, -1.234], [-27.388, -16.921, -10.924], [-28.485, -18.208, 0.412], [-30.646, -21.065, -5.919], [-30.147, -13.563, -8.338], [-25.356, -15.972, -4.174], [-36.736, -20.637, -14.727], [-26.848, -22.306, -2.083], [-28.508, -20.268, -9.447], [-24.313, -11.139, -2.599], [-25.508, -18.493, -5.183], [-23.484, -31.449, -6.533], [-19.275, -11.579, -6.135], [-25.349, -26.298, -7.083], [-26.877, -19.564, -11.436], [-28.098, -25.965, -6.059], [-33.212, -17.732, -6.322], [-28.025, -26.929, -9.831], [-26.452, -20.340, -0.287], [-23.990, -22.644, -4.735], [-33.023, -22.244, -8.234], [-35.663, -15.299, -13.094], [-21.834, -27.517, -13.961], [-30.481, -22.048, -9.172], [-33.767, -24.650, -11.535], [-30.862, -14.683, -7.938], [-23.459, -27.863, -6.551], [-18.507, -13.468, -4.851], [-23.907, -22.437, -12.244], [-25.444, -20.750, 0.513], [-34.618, -20.021, -13.916], [-26.300, -14.281, -8.955], [-29.018, -17.635, -0.654], [-25.076, -20.975, -10.716], [-28.474, -17.444, -1.902], [-33.478, -25.467, -15.102], [-24.291, -15.243, -0.805], [-21.146, -22.179, -0.718], [-35.065, -23.718, -5.506], [-23.342, -17.379, -1.423], [-22.015, -23.305, -7.770], [-21.010, -16.630, -8.253], [-32.607, -16.665, -11.624], [-30.290, -17.014, -0.452], [-21.121, -16.697, -9.656], [-33.429, -15.886, -12.456], [-22.004, -26.800, -11.721], [-25.307, -22.116, 0.850], [-24.544, -19.830, 0.926], [-28.150, -16.551, -11.990], [-27.832, -19.806, -8.368], [-30.350, -15.937, -7.622], [-28.739, -25.771, -9.670], [-25.688, -28.615, -7.026], [-23.246, -17.766, -9.389], [-22.502, -21.178, -6.091], [-25.782, -25.583, -2.049], [-22.254, -17.258, -10.254], [-23.831, -25.614, -0.162], [-34.547, -17.590, -10.535], [-20.816, -13.314, -5.253], [-35.038, -23.774, -8.231], [-28.322, -26.510, -4.804], [-20.007, -15.083, -3.819], [-29.387, -16.798, -14.027], [-24.761, -27.617, -6.908], [-27.257, -20.714, -7.487], [-23.562, -16.392, -0.501], [-26.460, -20.283, -6.430], [-23.493, -25.223, -1.473], [-24.478, -25.316, -2.481], [-35.453, -21.242, -11.474], [-23.026, -29.156, -6.459], [-34.031, -22.996, -7.579], [-24.646, -21.891, -13.251], [-32.328, -24.820, -15.451], [-27.589, -27.578, -4.258], [-28.972, -22.439, -5.109], [-33.363, -24.721, -12.812], [-29.396, -26.019, -4.048], [-30.033, -23.310, -9.415], [-26.279, -18.877, -6.255], [-24.330, -22.477, 1.715], [-23.375, -21.517, 2.246], [-36.285, -21.192, -12.554], [-23.991, -12.593, -9.074], [-23.933, -30.204, -6.595], [-22.617, -27.127, -12.935], [-29.114, -16.720, -2.895], [-28.542, -15.170, -12.082], [-25.265, -29.924, -6.886], [-25.730, -12.589, -5.599], [-32.226, -14.488, -7.778], [-25.852, -20.497, -11.715], [-23.935, -17.212, -2.667], [-24.130, -21.995, -10.935], [-28.554, -17.305, -13.073], [-21.996, -17.150, -7.435], [-24.999, -14.805, -8.917], [-24.721, -12.198, -4.730], [-29.775, -15.462, -14.060], [-34.154, -20.713, -11.602], [-29.761, -26.570, -2.890], [-30.274, -24.355, -8.534], [-27.541, -11.556, -4.344], [-23.549, -20.204, 1.805], [-35.392, -16.838, -11.297], [-19.926, -20.734, -2.158], [-27.056, -12.336, -5.418], [-23.988, -27.002, -13.116], [-31.730, -24.005, -14.482], [-21.180, -20.214, -2.572], [-29.176, -23.522, -10.485], [-18.764, -14.596, -4.097], [-34.089, -22.929, -6.178], [-23.870, -13.976, -8.989], [-25.731, -20.974, -13.001], [-28.703, -21.036, -2.735], [-36.149, -24.270, -7.556], [-28.050, -22.937, -4.137], [-34.013, -25.468, -13.802], [-34.867, -16.025, -12.277], [-21.651, -21.044, -7.132], [-19.907, -21.637, -1.167], [-25.195, -11.474, -3.604], [-29.683, -25.617, -8.667], [-26.891, -18.003, -7.129], [-27.682, -18.457, -8.206], [-26.537, -11.154, -3.441], [-22.837, -23.506, -6.662], [-27.918, -22.143, -2.961], [-29.693, -20.639, -3.623], [-31.132, -16.932, -7.099], [-22.401, -20.773, -2.186], [-21.030, -14.435, -4.455], [-35.813, -20.627, -13.734], [-30.327, -16.069, -2.660], [-22.405, -21.738, -1.197], [-32.535, -16.724, -6.945], [-25.307, -12.073, -8.999], [-22.818, -26.252, -10.724], [-33.756, -20.149, -12.803], [-23.124, -22.446, -5.821], [-21.379, -22.056, -8.008], [-29.782, -21.352, -4.848], [-33.152, -17.481, -10.664], [-19.567, -12.749, -5.476], [-28.580, -24.754, -10.656], [-33.037, -15.508, -7.319], [-24.176, -26.064, -10.915], [-26.145, -25.849, -0.728], [-29.042, -27.679, -2.359], [-23.103, -17.753, -8.010], [-26.432, -12.917, -8.991], [-36.177, -24.231, -6.197], [-32.215, -23.986, -13.130], [-30.952, -16.284, -1.408], [-24.681, -16.091, -2.979], [-27.912, -28.134, -3.049], [-24.789, -26.501, -12.097], [-25.177, -25.822, 0.228], [-24.827, -15.071, -2.019], [-29.362, -14.638, -13.050], [-25.277, -20.568, -9.702], [-31.719, -23.344, -12.399], [-30.776, -23.537, -14.742], [-29.805, -26.452, -7.964], [-21.091, -20.137, -7.362], [-31.784, -15.219, -3.582], [-23.972, -21.825, -4.216], [-34.042, -26.031, -15.815], [-23.403, -24.431, -6.460], [-23.076, -25.676, 0.640], [-27.178, -26.009, -6.330], [-19.030, -20.243, -2.562], [-25.957, -20.987, -5.781], [-20.341, -16.370, -10.325], [-31.527, -16.702, -11.800], [-24.215, -24.197, -4.140], [-22.324, -25.916, -9.814], [-27.380, -23.798, -4.269], [-17.988, -21.945, -1.102], [-31.034, -24.277, -7.764], [-28.647, -16.677, -3.880], [-23.668, -12.454, -4.894], [-29.082, -23.003, -6.048], [-28.591, -11.411, -4.145], [-23.338, -22.193, -0.867], [-29.484, -13.547, -13.016], [-29.918, -25.182, -4.489], [-35.039, -23.907, -9.310], [-31.856, -15.697, -1.207], [-17.510, -13.174, -5.150], [-27.385, -21.782, -7.660], [-22.623, -31.470, -6.106], [-24.707, -18.806, 0.578], [-26.712, -28.334, -7.182], [-28.885, -22.774, -11.219], [-24.405, -14.447, -0.097], [-26.809, -10.548, -2.562], [-26.392, -20.688, -13.818], [-21.816, -21.235, 3.210], [-23.592, -22.468, -10.107], [-27.401, -15.714, -9.626], [-28.259, -18.341, -13.061], [-22.582, -23.809, -11.749], [-36.395, -20.137, -15.480], [-30.404, -19.876, -3.311], [-21.626, -12.787, -5.704], [-26.990, -17.805, -11.046], [-25.548, -17.538, -5.097], [-21.969, -29.393, -6.303], [-24.464, -22.189, -14.299], [-20.400, -21.044, -9.271], [-30.866, -20.113, -5.963], [-27.459, -12.553, -8.931], [-35.794, -21.688, -10.542], [-27.247, -28.891, -2.633], [-22.667, -20.298, -5.438], [-24.495, -10.224, -2.353], [-31.561, -17.939, -9.561], [-33.285, -22.444, -5.639], [-32.598, -13.509, -8.073], [-19.452, -16.297, -2.349], [-28.599, -20.406, -1.879], [-25.423, -13.262, -6.415], [-26.789, -23.249, -1.853], [-34.113, -17.420, -6.290], [-35.111, -23.775, -4.429], [-22.504, -24.842, -1.711], [-29.708, -17.510, -14.770], [-22.727, -27.072, -6.416], [-28.094, -17.690, -8.855], [-27.953, -27.377, -8.971], [-28.179, -14.488, -11.334], [-36.975, -24.747, -8.061], [-36.469, -16.930, -11.144], [-26.597, -25.615, -2.800], [-27.494, -17.920, -2.006], [-29.286, -16.132, -7.747], [-24.317, -23.526, 2.088], [-33.090, -15.264, -13.253], [-21.070, -22.932, 0.058], [-22.866, -14.395, -9.008], [-28.937, -28.912, -0.893], [-22.135, -12.188, -9.172], [-27.574, -19.938, -10.842], [-29.324, -20.785, -9.221], [-28.821, -12.375, -6.340], [-25.403, -14.169, -2.283], [-31.021, -24.503, -16.839], [-20.948, -27.009, -11.609], [-34.359, -25.385, -11.388], [-26.772, -28.089, -4.775], [-19.499, -11.619, -7.073], [-30.936, -14.187, -14.955], [-27.721, -18.750, 0.219], [-32.768, -19.722, -12.933], [-23.846, -17.962, -3.448], [-22.521, -17.452, -5.557], [-34.124, -15.374, -7.231], [-30.742, -16.945, 0.553], [-22.693, -18.193, -1.137], [-27.187, -26.128, -0.570], [-26.694, -16.951, -7.011], [-36.596, -15.388, -12.884], [-33.344, -21.922, -9.125], [-24.794, -26.058, 2.081], [-24.750, -15.848, -8.780], [-34.940, -25.999, -13.589], [-24.282, -20.407, -2.208], [-27.960, -24.945, -11.526], [-25.051, -25.966, -7.942], [-29.238, -13.835, -8.116], [-25.874, -26.468, -12.140], [-23.115, -17.723, -11.872], [-34.998, -18.296, -9.824], [-37.264, -24.355, -4.648], [-30.598, -26.217, -2.273], [-26.010, -22.857, 0.465], [-21.824, -24.162, -8.433], [-25.920, -30.770, -7.070], [-37.249, -21.673, -12.592], [-25.686, -25.077, -10.218], [-30.663, -17.880, -6.787], [-20.149, -16.159, -7.761], [-22.937, -15.778, 1.228], [-25.623, -11.033, -9.093], [-24.469, -27.214, -14.083], [-32.814, -20.031, -10.341], [-23.841, -18.182, -7.346], [-21.163, -19.399, -3.275], [-17.899, -15.089, -3.733], [-25.769, -15.116, -4.211], [-22.062, -14.748, -4.247], [-24.203, -18.211, -9.706], [-26.598, -21.127, -0.831], [-22.895, -19.419, 2.157], [-31.243, -22.148, -8.567], [-22.315, -28.103, -14.554], [-34.308, -19.514, -14.812]], "e_lumo_ev": 0.32, "charge": 0, "homo_energy_ha": -0.28273, "energy_ha": -8802.42235, "multiplicity": 1}

***

Entry 2:
{"formula": "C26H46AlO2P2", "method": "ωB97M-V with the def2-TZVPD basis set", "species": ["P", "P", "Al", "O", "O", "C", "C", "C", "C", "C", "C", "C", "C", "C", "C", "C", "C", "C", "C", "C", "C", "C", "C", "C", "C", "C", "C", "C", "C", "C", "C", "H", "H", "H", "H", "H", "H", "H", "H", "H", "H", "H", "H", "H", "H", "H", "H", "H", "H", "H", "H", "H", "H", "H", "H", "H", "H", "H", "H", "H", "H", "H", "H", "H", "H", "H", "H", "H", "H", "H", "H", "H", "H", "H", "H", "H", "H"], "xyz": [[1.761, 1.605, -1.757], [-2.170, -0.627, -3.758], [-1.268, 1.459, -2.780], [-2.396, 1.925, -1.244], [-0.405, 2.136, -0.323], [1.089, 0.590, 2.522], [-2.324, -0.166, -5.484], [0.689, -0.510, 1.638], [1.317, -3.368, -0.698], [-1.227, 1.926, -6.359], [0.919, 1.390, -5.151], [-1.413, -1.116, -6.318], [-1.915, 1.267, -5.229], [1.208, 3.181, -2.757], [3.058, -1.359, 0.996], [-0.271, 3.115, -3.110], [-1.766, -2.635, -0.208], [-1.865, -0.338, 1.877], [-2.291, 3.120, 0.918], [2.823, 0.482, -2.726], [-0.580, -1.977, 0.394], [0.791, -2.281, 0.159], [-0.637, -0.887, 1.314], [0.063, -0.702, -6.282], [-3.814, -0.105, -3.123], [0.584, 0.081, -5.097], [1.573, -1.381, 0.921], [-1.009, -1.982, -3.279], [-1.640, 2.362, -0.243], [2.874, 2.397, -0.578], [0.233, 2.366, -6.089], [-1.475, -2.990, -3.337], [-4.625, -0.099, -3.860], [3.758, 2.833, -1.065], [0.306, 1.351, 2.601], [-2.588, -1.903, -0.346], [-3.410, -0.155, -5.856], [3.291, 0.960, -3.590], [3.151, 1.622, 0.148], [0.647, -1.635, -6.237], [-2.144, -0.977, 2.725], [-1.525, -3.086, -1.187], [-0.038, -2.029, -3.825], [0.364, -0.187, -7.217], [3.462, -1.901, 1.881], [-2.715, -0.354, 1.175], [0.304, 3.387, -5.691], [3.428, -0.313, 1.046], [-3.028, 3.872, 0.564], [2.006, 1.077, 2.153], [3.563, 0.048, -2.049], [0.799, 2.335, -7.043], [3.479, -1.814, 0.083], [1.314, -0.545, -4.575], [-4.095, -0.747, -2.271], [-1.524, -2.118, -5.871], [1.295, 3.945, -1.972], [-1.534, 3.672, 1.506], [-1.730, 0.678, 2.265], [-1.690, -1.289, -7.376], [-2.756, 1.834, -4.773], [1.845, 1.757, -4.682], [-0.461, 2.505, -4.056], [1.315, 0.233, 3.542], [-0.748, 4.110, -3.264], [-2.152, -3.466, 0.413], [2.259, -3.053, -1.154], [-0.728, -1.736, -2.231], [2.285, 3.170, -0.066], [-3.740, 0.925, -2.747], [-2.799, 2.386, 1.569], [1.504, -4.306, -0.146], [0.619, -3.598, -1.513], [2.168, -0.345, -3.028], [-1.803, 2.820, -6.629], [-1.168, 1.255, -7.227], [1.833, 3.459, -3.614]], "relative_energy_kj_mol": 591.67, "e_lumo_ev": [-4.40, -3.24], "charge": 1, "homo_energy_ha": [-0.34139, -0.33794], "energy_ha": -2093.48692, "multiplicity": 1}

***

Entry 3:
{"formula": "C5H10N3", "method": "ωB97M-V with the def2-TZVPD basis set", "species": ["N", "N", "N", "C", "C", "C", "C", "C", "H", "H", "H", "H", "H", "H", "H", "H", "H", "H"], "xyz": [[0.152, 1.414, 3.084], [0.822, 1.846, 0.896], [0.138, 0.318, -1.058], [0.335, 0.992, 1.694], [-0.268, -0.481, -0.224], [-0.832, -1.850, -0.642], [-0.245, -0.210, 1.179], [0.175, 0.668, -2.302], [0.071, 1.720, -2.341], [-1.607, -2.325, 0.090], [-0.518, 0.227, -3.010], [-0.720, -1.024, 1.738], [-0.119, 0.842, 3.895], [1.262, 0.601, -2.717], [-1.409, -1.803, -1.578], [0.689, 2.165, 3.433], [-0.096, -2.664, -0.887], [1.563, 2.421, 1.330]], "relative_energy_kj_mol": 527.22, "e_lumo_ev": [-6.70, -6.61], "charge": 1, "homo_energy_ha": [-0.50503, -0.49521], "energy_ha": -360.37429, "multiplicity": 1}

***

Entry 4:
{"formula": "C14H16", "method": "ωB97M-V with the def2-TZVPD basis set", "species": ["C", "C", "C", "C", "C", "C", "C", "C", "C", "C", "C", "C", "C", "C", "H", "H", "H", "H", "H", "H", "H", "H", "H", "H", "H", "H", "H", "H", "H", "H"], "xyz": [[0.454, -2.560, -1.132], [0.578, 2.836, 1.566], [1.365, -1.815, -1.903], [1.207, 1.714, 0.999], [-1.343, 1.541, 2.216], [-2.637, 1.244, 2.916], [0.598, 0.487, 1.207], [-1.304, -1.109, -1.894], [2.817, -2.199, -1.878], [-0.656, 2.777, 2.235], [-0.697, 0.441, 1.664], [0.939, -0.699, -2.616], [-0.479, -0.343, -2.640], [-0.921, -2.147, -1.025], [0.925, -0.463, 0.781], [-2.386, -0.846, -1.830], [3.493, -1.339, -1.603], [3.224, -2.585, -2.810], [1.190, 3.740, 1.488], [-3.287, 2.094, 3.049], [2.118, 1.695, 0.419], [1.665, -0.138, -3.192], [0.819, -3.462, -0.653], [3.052, -2.886, -1.063], [-1.116, 3.735, 2.472], [-3.271, 0.536, 2.338], [-1.282, -0.477, 1.620], [-0.582, 0.588, -3.192], [-2.449, 0.792, 3.904], [-1.660, -2.500, -0.314]], "relative_energy_kj_mol": 70.22, "e_lumo_ev": [3.23, 3.21], "charge": -1, "homo_energy_ha": [0.02545, -0.12683], "energy_ha": -542.99449, "multiplicity": 2, "s_squared": 0.761}